Density functional theory data (ωB97M-V/def2-TZVPD) for C28H31ClN7O7S2Y as an isolated structure at a distorted geometry.

The strongest force on any atom comes out at 1.2 eV/A. The HOMO energy is -8.52 eV. The calculation puts the calculated total energy at -89539.557 eV. The molar mass comes out at 766.091 u. For the HOMO-LUMO gap, the calculation gives 8.8 eV.

ORCA input file:
```
! wB97M-V def2-TZVPD RIJCOSX def2/J DEFGRID3
* xyz 0 1
Y -0.3876 0.3068 0.2802
Cl 1.7856 -1.5635 -0.3859
S 0.1952 2.7833 1.0891
S -3.0733 1.2883 0.8855
O -2.7100 -1.9597 -2.5805
O -0.2539 -0.1512 2.3262
O 1.9000 -0.2731 0.3557
O 1.7095 -1.2744 -1.7950
O 0.4713 -2.0921 0.0616
O 0.2232 1.3740 -1.7473
O 2.8532 -2.4392 -0.0508
N 0.1627 1.7026 3.6191
N -2.2315 -1.5262 0.6736
N -4.8028 0.3317 -0.9021
N -0.5364 0.4953 -3.7633
N -1.0639 3.5727 3.3104
N -1.3505 -0.2698 -1.7936
N -3.4633 -1.2285 0.0309
C -0.4911 0.6060 -2.4189
C 0.7104 -3.6435 -4.8233
C 2.0340 -0.8446 6.4265
C 0.2676 0.4387 3.3385
C -1.4453 -0.5772 -4.1581
C 0.8037 -3.6293 -6.2087
C -1.4987 4.7946 2.6227
C -1.9295 -1.0331 -2.7460
C -3.8073 0.0747 -0.0434
C 2.1415 -2.5269 4.7069
C -1.5379 3.4182 4.6934
C 1.4225 -1.7007 3.8557
C 1.3304 -0.0116 5.5701
C 1.0187 -0.4397 4.2849
C -0.0368 -2.6776 -4.1679
C -2.9093 1.2974 -5.0651
C -3.5948 -0.9731 -5.4193
C -4.0574 1.7437 -5.7158
C -2.9890 4.8220 2.3374
C -0.5980 -1.6754 -6.2755
C -4.7397 -0.5302 -6.0608
C -0.2750 2.6536 2.7605
C 2.4419 -2.1006 5.9942
C -2.6664 -0.0608 -4.9188
C -0.7006 -1.6886 -4.8887
C -2.6423 2.3869 4.8373
C -4.9755 0.8338 -6.2134
C 0.1510 -2.6419 -6.9342
H -3.5640 -1.7638 -0.8320
H -0.9365 4.8814 1.6997
H -1.8916 4.4034 5.0002
H -3.0049 2.3770 5.8673
H -1.1166 -0.9150 -6.8480
H 1.3830 -4.3870 -6.7207
H -2.4062 -1.8258 1.6279
H -5.8679 1.1785 -6.7202
H -3.5866 4.8189 3.2510
H 1.2223 -4.4051 -4.2486
H 0.2210 -2.6255 -8.0144
H -4.2267 2.8067 -5.8331
H -1.8209 -2.3016 0.1596
H -5.1199 -0.3646 -1.5579
H 0.2114 0.8392 -4.3425
H 2.9964 -2.7483 6.6619
H -3.2358 5.7312 1.7863
H 2.2720 -0.5138 7.4292
H -3.2856 3.9644 1.7312
H -0.0896 -2.6933 -3.0860
H -3.4860 2.6107 4.1829
H -5.0072 1.2971 -1.0940
H -3.4171 -2.0352 -5.3009
H -0.6864 3.1608 5.3203
H -1.2108 5.6313 3.2641
H -2.2013 2.0148 -4.6714
H 2.4717 -3.4996 4.3654
H 1.0194 0.9753 5.8869
H 1.1795 -2.0259 2.8530
H -2.2784 1.3877 4.5930
H -5.4494 -1.2506 -6.4484
*
```

---

Density functional theory data (ωB97M-V/def2-TZVPD) for C32H31ClIrNPS2 as an isolated structure at a distorted geometry.

The strongest force on any atom comes out at 3.6 eV/A. The HOMO energy is -16.78 eV. The calculation puts the calculated total energy at -81469.791 eV. The molar mass comes out at 752.385 u. For the HOMO-LUMO gap, the calculation gives 5.6 eV.

ORCA input file:
```
! wB97M-V def2-TZVPD RIJCOSX def2/J DEFGRID3
* xyz 3 1
Ir -0.4584 -0.9911 -1.0941
Cl 2.0681 -1.8870 -1.4370
S -0.7879 2.2626 -1.8599
S -2.9302 -0.5698 -1.8368
P 0.2327 -1.7780 1.0535
N 0.1509 0.9435 -1.7550
C 1.2531 -4.4105 1.1802
C -1.6209 -1.9769 4.6865
C 2.5558 -0.9309 2.4226
C -0.2430 3.2190 -0.4038
C 1.9863 -1.3420 1.2179
C -0.8180 -5.3791 -0.4350
C 0.5192 4.5014 1.8933
C -0.7966 -4.0492 -0.0608
C -1.8078 -0.6312 4.9753
C -0.7836 -0.0185 2.8943
C 0.2078 -6.2200 -0.0167
C -3.5922 -1.5733 -3.1923
C 1.2313 -5.7386 0.7862
C 0.0379 5.3200 -4.3384
C -1.3710 0.3480 4.0897
C -0.0811 3.2392 -3.1864
C 1.1317 3.3663 -5.2365
C -3.9507 -1.1948 -0.4699
C 2.7934 -1.4226 0.0742
C 0.6752 2.6159 -4.1683
C 3.9093 -0.6373 2.4863
C 0.8039 4.7150 -5.3280
C 4.6975 -0.7483 1.3514
C 1.4698 4.1676 0.9409
C 1.0965 3.5163 -0.2246
C -1.0347 -2.3612 3.4914
C -0.5965 -1.3764 2.6090
C -0.4155 4.5867 -3.2584
C 0.2314 -3.5669 0.7540
C 4.1456 -1.1402 0.1374
C -0.8176 4.2011 1.6869
C -1.2108 3.5482 0.5271
H 1.8444 3.2557 -0.9593
H 1.1051 1.0819 -2.0707
H 4.3493 -0.3242 3.4211
H -1.0219 5.0527 -2.4988
H 2.5116 4.3986 1.0960
H -2.9998 -1.3923 -4.0843
H 0.8782 1.5566 -4.1163
H -4.9504 -0.7735 -0.5536
H -0.8969 -3.4069 3.2549
H 0.2106 -7.2520 -0.3375
H -4.6133 -1.2383 -3.3725
H -3.5846 -2.6257 -2.9236
H 5.7507 -0.5213 1.4018
H -1.6141 -5.7650 -1.0537
H 4.7712 -1.2152 -0.7379
H 1.7254 2.8961 -6.0041
H 0.8245 4.9962 2.8032
H -1.5793 -3.3571 -0.3819
H 1.1370 5.2924 -6.1773
H -1.4964 1.3902 4.3382
H 2.0504 -4.0329 1.8049
H -3.5144 -0.8809 0.4743
H -1.9273 -2.7305 5.3961
H -2.3085 -0.3456 5.8891
H 2.0298 -6.3935 1.0998
H -1.5630 4.4598 2.4223
H -0.4569 0.7282 2.1796
H 1.9346 -0.8523 3.3029
H -2.2486 3.3015 0.3601
H -4.0224 -2.2769 -0.5185
H -0.2092 6.3659 -4.4095
*
```

---

Density functional theory data (ωB97M-V/def2-TZVPD) for a 20-piece molecular cluster, C9H56NO20 overall at a distorted geometry.

The strongest force on any atom comes out at 3.2 eV/A. The HOMO energy is -1.89 eV. The calculation puts the calculated total energy at -52678.641 eV. The molar mass comes out at 498.534 u. For the HOMO-LUMO gap, the calculation gives 3.5 eV.

ORCA input file:
```
! wB97M-V def2-TZVPD RIJCOSX def2/J DEFGRID3
* xyz -1 1
O 0.8349 0.7023 8.6190
O -4.5834 3.2090 3.5141
O 0.4177 0.4420 -8.2219
O 1.7223 -3.8897 7.9602
O -7.1649 -0.5659 -0.6449
O -0.2496 4.7918 -7.2396
O -0.4700 4.3367 2.2012
O 7.1440 -0.9041 -2.7017
O 6.3923 -2.8996 4.4100
O -2.4588 -6.2221 4.4135
O -4.5196 -4.1794 -0.7733
O -0.6225 -6.6039 -1.4084
O -1.3319 -0.5007 0.9301
O -3.7655 0.5094 -7.1510
O 4.0395 -2.2433 -6.6924
O 3.6093 6.0875 1.3401
O -3.5550 -3.7930 -7.8121
O 0.6978 4.7793 6.5630
O -3.4984 -2.3818 5.8074
O -1.3693 7.3479 -0.1329
N -0.1181 -0.0137 0.4430
C -0.0949 0.5445 -0.8917
C 1.5669 -2.0697 0.6277
C -1.3139 1.4865 -1.2601
C 1.2110 1.3154 -1.2673
C 1.1753 -0.5797 1.0789
C -0.1940 -0.6373 -1.9242
C 0.9986 -0.5760 2.6671
C 2.3466 0.3273 0.7856
C 2.4731 0.7622 -0.6340
H -7.1183 -1.0145 -1.4892
H 2.4941 -2.2782 1.1616
H 3.2271 1.5420 -0.7412
H -3.2449 -6.5736 3.9955
H 5.5779 -2.5067 4.0958
H -1.3614 4.5822 2.4489
H -4.1343 2.4818 3.0832
H -4.0066 -3.4010 -0.5559
H -2.1680 -5.5229 3.8280
H 4.0597 5.6758 0.6027
H 6.6004 -0.7977 -3.4825
H 0.5136 -1.4653 -1.9670
H 0.2399 1.0607 -7.5135
H 0.8539 -2.7861 1.0358
H 1.7629 0.9112 8.7260
H -2.9435 -3.1179 -7.5179
H 1.4272 -2.9976 8.1430
H 0.4890 1.4149 8.0816
H -3.1284 -1.9645 5.0295
H 1.6308 -2.0630 -0.4604
H 0.7225 5.1149 5.6669
H -0.7306 4.7354 -8.0653
H -1.2078 1.8360 -2.2871
H -2.2328 0.9002 -1.2497
H 2.6265 -0.2371 -1.0415
H -1.1787 -1.1046 -1.9404
H 0.3803 5.4994 -7.3766
H 6.7442 -0.3274 -2.0507
H 0.3236 -1.4050 2.8798
H -6.2521 -0.4713 -0.3728
H 1.9267 -0.5944 3.2384
H -1.4345 -6.6490 -0.9035
H 1.5838 4.9206 6.8966
H -4.4861 0.0493 -6.7205
H -3.5305 -3.7392 -8.7674
H -0.3267 -5.6992 -1.3067
H 4.5862 -1.9857 -7.4347
H 3.3019 -1.6335 -6.7146
H 0.4483 0.2947 3.0237
H 3.2119 -0.2047 1.1810
H -1.0401 7.9658 0.5197
H -0.4075 0.3850 -8.7035
H 7.0814 -2.3321 4.0646
H -0.9380 6.5206 0.0808
H -0.0810 -0.1925 -2.9129
H 2.2399 1.3065 1.2525
H 2.9180 5.4685 1.5751
H -3.5774 -3.3057 5.5695
H 2.6472 -3.8917 8.2064
H -4.9691 -4.4057 0.0409
H -4.6511 2.9402 4.4303
H 1.3406 1.1747 -2.3404
H -0.5596 3.4654 1.8152
H -1.4526 2.2819 -0.5279
H -4.1939 1.1685 -7.6972
H 1.0766 2.3893 -1.1378
*
```

---

Density functional theory data (ωB97M-V/def2-TZVPD) for a 11-piece molecular cluster, C6H36N2O10 overall at a distorted geometry.

The strongest force on any atom comes out at 3.4 eV/A. The HOMO energy (alpha / beta) is -13.33 / -13.20 eV. The calculation puts the calculated total energy at -30251.983 eV. The molar mass comes out at 296.358 u. The expectation value of S² is 0.756. For the HOMO-LUMO gap (alpha / beta), the calculation gives 10.6 / 6.3 eV.

ORCA input file:
```
! wB97M-V def2-TZVPD RIJCOSX def2/J DEFGRID3
* xyz 1 2
O 0.3767 0.0805 -3.2744
O 3.5556 -0.5596 -1.1176
O 1.0977 -2.2639 -1.9168
O 3.1919 -2.4827 0.9140
O -1.3769 3.1858 -1.1815
O -0.0219 -3.1616 0.3996
O 1.6285 3.5469 -1.1644
O 1.2320 -2.5199 2.6975
O 1.4283 0.3695 2.4333
O 1.9102 2.3753 -3.6470
N -1.7575 0.6700 0.2761
N -1.1608 -1.0945 2.9828
C -2.9207 -0.6656 -1.6068
C -1.7840 1.0141 1.6727
C -2.9910 0.1775 -0.3484
C -2.1915 -0.2215 2.6344
C -0.5554 -0.1033 -0.1124
C -2.7145 2.2635 1.8881
H -3.4423 2.4103 1.0929
H 0.3336 -3.1048 -0.5375
H 1.4989 -1.4214 -1.6466
H -2.1570 -1.4203 -1.4272
H 2.6171 1.8351 -3.2724
H -2.7694 -0.1066 -2.5212
H -0.7255 -1.0955 0.3212
H 0.3036 0.4257 0.2802
H 1.8786 2.7593 -0.6662
H -2.8489 -0.7658 1.9306
H -0.3696 0.1534 -3.8770
H -3.5264 1.1486 -0.2950
H 2.8310 -3.0216 0.2212
H -3.7454 -0.2467 0.3506
H -0.5571 -0.8817 3.7668
H 0.9952 -2.2124 3.5881
H -1.3368 2.3704 -0.6728
H 4.3944 -0.5369 -1.6593
H -0.4786 -0.2391 -1.1869
H -0.7958 1.3785 1.9336
H 0.7457 0.9607 -3.0912
H -3.8368 -1.2535 -1.6297
H 3.0047 -2.4139 1.8725
H -2.8155 0.0434 3.4789
H 0.0160 -2.2808 0.7917
H 2.3677 0.0208 2.3029
H 1.6400 3.1289 -3.0732
H 0.7911 -2.0340 -2.8259
H 0.7668 3.2436 -1.4557
H -2.0742 3.1420 1.8891
H 0.6547 -3.2769 2.6221
H -0.4114 -1.2943 2.3098
H -2.2931 3.1600 -1.5535
H 3.5293 -1.2952 -0.5259
H 1.4601 0.9080 3.2466
H -3.2323 2.2200 2.8419
*
```

---

Density functional theory data (ωB97M-V/def2-TZVPD) for C3H3NO3S as an isolated structure at a distorted geometry.

The strongest force on any atom comes out at 8.5 eV/A. The HOMO energy is -9.44 eV. The calculation puts the calculated total energy at -21621.989 eV. The molar mass comes out at 133.128 u. For the HOMO-LUMO gap, the calculation gives 9.1 eV.

ORCA input file:
```
! wB97M-V def2-TZVPD RIJCOSX def2/J DEFGRID3
* xyz 0 1
S -0.1416 -1.2648 2.0821
O 0.2718 1.3572 -2.4084
O -1.4680 -0.3306 0.0833
O 2.1067 0.5174 -0.2379
N -1.4582 0.5052 -1.1429
C 0.7559 0.3084 -0.1424
C -0.1324 -0.3095 0.5268
C -0.1696 0.6373 -1.3065
H -1.4802 -0.5580 2.7712
H 1.4061 0.8663 -2.6824
H 2.5411 0.2226 0.6334
*
```